{
  "formula": "C3H5NO2",
  "method": "ωB97M-V/def2-TZVPD",
  "species": ["O", "C", "N", "C", "C", "O", "H", "H", "H", "H", "H"],
  "coordinates": [[-0.8057, 1.8542, 0.1450], [-0.4726, 0.5466, 0.2206], [0.0436, -0.0419, 1.4252], [0.7731, -0.2132, 0.1169], [-0.0653, -1.2056, -0.6635], [-1.2500, -0.3835, -0.4910], [0.5158, 0.7238, 1.9101], [-0.5555, 2.1307, -0.7461], [1.8190, 0.0492, 0.0066], [-0.1862, -2.1812, -0.1955], [0.1837, -1.2792, -1.7282]],
  "nbo_charge": [-0.67, 0.60, -0.59, -0.20, -0.07, -0.51, 0.36, 0.49, 0.22, 0.19, 0.19],
  "de_lowest_kcal_mol": 73.1,
  "max_force_ha_per_bohr": 0.009,
  "homo_energy_ev": -9.285,
  "homo_lumo_gap_ha": 0.367,
  "lumo_ha": 0.0262
}